1.
Below is a molecular structure, C45H44IrN4O4P2SSe, with properties calculated with ωB97M-V/def2-TZVPD.

Last column: Löwdin charge in e.
Positions of all 102 atoms, in Å:
Ir: 1.623 1.591 1.378  1.2507
C: 2.365 4.603 -0.285  -0.0210
C: 2.929 3.375 -0.911  -0.2892
C: 3.634 3.485 -2.114  0.0077
C: 4.188 2.379 -2.712  -0.0104
C: 4.090 1.157 -2.063  0.0091
C: 3.410 1.095 -0.867  -0.1868
N: 2.772 2.172 -0.328  0.0265
C: 3.393 -0.144 -0.058  -0.1967
C: 4.306 -1.178 -0.158  0.0322
C: 4.268 -2.188 0.793  -0.0042
C: 3.349 -2.141 1.826  0.0285
C: 2.450 -1.087 1.868  -0.1817
N: 2.478 -0.150 0.916  -0.0271
C: 1.467 -0.835 2.942  -0.1940
C: 1.144 -1.825 3.837  -0.0066
C: 0.204 -1.558 4.822  -0.0100
C: -0.325 -0.296 4.887  0.0106
C: 0.063 0.706 3.987  -0.2516
C: -0.438 2.083 4.235  -0.0198
N: 0.914 0.415 2.983  0.0297
H: 2.938 4.865 0.608  0.0668
H: 1.338 4.465 0.044  0.0697
H: 2.421 5.434 -0.986  0.0984
H: 3.724 4.463 -2.566  0.1273
H: 4.709 2.462 -3.656  0.1243
H: 4.540 0.267 -2.476  0.1190
H: 5.066 -1.168 -0.925  0.1219
H: 4.987 -2.995 0.749  0.1271
H: 3.356 -2.890 2.603  0.1240
H: 1.595 -2.801 3.750  0.1120
H: -0.090 -2.322 5.529  0.1242
H: -1.037 -0.033 5.656  0.1272
H: -1.290 2.041 4.909  0.0953
H: -0.706 2.611 3.329  0.0494
H: 0.361 2.655 4.711  0.0710
C: -2.885 -2.495 -4.625  -0.4026
S: -2.787 -0.946 -3.704  0.8085
C: -1.028 -0.600 -3.944  -0.4731
C: -0.074 -1.282 -2.960  -0.2349
C: 0.389 -0.460 -1.754  -0.2690
N: -0.515 -0.354 -0.576  -0.4040
P: -0.866 -1.735 0.405  1.0614
C: -2.334 -2.506 -0.384  -0.3515
C: -2.314 -3.707 -1.091  -0.0984
C: -3.489 -4.253 -1.589  -0.0835
C: -4.700 -3.607 -1.387  -0.0782
C: -4.732 -2.410 -0.687  -0.0768
C: -3.558 -1.869 -0.187  -0.1167
C: 0.351 -3.093 0.147  -0.3657
C: 1.207 -3.396 -0.912  -0.0972
C: 1.991 -4.544 -0.889  -0.0721
C: 1.932 -5.420 0.183  -0.0736
C: 1.073 -5.144 1.238  -0.0713
C: 0.304 -3.992 1.220  -0.1343
P: -0.377 1.207 0.179  0.9439
C: -0.923 2.223 -1.249  -0.3425
C: -2.260 2.053 -1.619  -0.0956
C: -2.794 2.778 -2.668  -0.0575
C: -2.002 3.678 -3.371  -0.0582
C: -0.673 3.843 -3.019  -0.0558
C: -0.140 3.120 -1.958  -0.0843
C: -1.787 1.573 1.282  -0.3594
C: -2.501 0.690 2.086  -0.1314
C: -3.529 1.155 2.898  -0.0664
C: -3.835 2.505 2.940  -0.0608
C: -3.104 3.399 2.170  -0.0514
C: -2.093 2.938 1.345  -0.1106
H: -3.894 -2.883 -4.498  0.0314
H: -2.184 -3.230 -4.233  0.0319
H: -2.698 -2.325 -5.685  0.0371
H: -0.900 0.483 -3.927  0.0639
H: -0.793 -0.926 -4.958  0.0757
H: 0.848 -1.515 -3.505  0.1192
H: -0.493 -2.238 -2.638  0.0801
H: 0.617 0.548 -2.107  0.0929
H: 1.341 -0.864 -1.405  0.0706
H: -1.383 -4.238 -1.248  0.1007
H: -3.456 -5.188 -2.133  0.1109
H: -5.616 -4.039 -1.768  0.1094
H: -5.671 -1.899 -0.523  0.1094
H: -3.603 -0.931 0.353  0.0797
H: 1.253 -2.778 -1.795  0.0686
H: 2.638 -4.759 -1.730  0.1106
H: 2.538 -6.316 0.191  0.1092
H: 0.996 -5.830 2.073  0.1103
H: -0.364 -3.787 2.050  0.0976
H: -2.887 1.351 -1.084  0.1096
H: -3.828 2.630 -2.946  0.1147
H: -2.422 4.246 -4.191  0.1125
H: -0.047 4.541 -3.560  0.1108
H: 0.896 3.258 -1.705  0.0606
H: -2.252 -0.359 2.105  0.0460
H: -4.085 0.452 3.505  0.1134
H: -4.634 2.864 3.576  0.1126
H: -3.322 4.458 2.206  0.1170
H: -1.536 3.653 0.752  0.1148
O: 2.303 3.397 4.656  -0.4172
Se: 2.610 3.609 3.102  0.8627
O: 3.301 2.187 2.446  -0.5439
O: 1.173 3.441 2.156  -0.6030
O: 3.414 4.925 2.692  -0.4103

For the gap between HOMO and LUMO, the calculation gives 6.88 eV. Its maximum force is 1.02 eV Å⁻¹. The HOMO energy comes out at -10.463 eV. As for the charge: +1. For the relative energy (zero: lowest compared OMol25 entry of this formula, charge and spin), the calculation gives 0.0 kcal per mole.

***

2.
Below is a molecular structure, C45H45F5NNbO25P, with properties calculated with ωB97M-V/def2-TZVPD.

Last column: Löwdin charge in e.
Positions of all 123 atoms, in Å:
C: -2.797 7.020 2.938  -0.3375
Nb: -0.952 5.619 2.750  1.7102
F: 0.233 7.321 3.170  -0.5408
C: 1.012 4.445 2.441  -0.3360
C: 2.269 5.375 1.924  -0.2145
F: 2.883 4.676 0.733  -0.2082
C: -2.271 3.793 2.528  -0.3618
C: -2.279 3.006 1.116  -0.2940
C: -1.135 1.891 0.839  -0.2456
C: -0.456 1.158 2.117  -0.2029
C: -1.154 -0.343 2.333  -0.2756
N: -2.573 -0.283 2.848  -0.0365
P: -0.895 6.167 0.264  0.4969
O: -2.308 6.229 -0.452  -0.6490
C: -0.951 5.205 5.037  -0.3561
F: -2.398 5.089 5.457  -0.1190
F: -0.384 6.329 5.821  -0.0862
F: -0.350 3.882 5.326  -0.1059
H: -3.562 6.580 3.713  0.0029
H: -2.405 8.038 3.422  0.0152
H: -3.260 7.301 1.900  -0.0069
H: 0.880 3.608 1.635  0.0299
H: 1.379 3.917 3.434  0.0594
H: 1.973 6.437 1.535  0.0880
H: 3.108 5.374 2.741  0.1106
H: -2.074 3.084 3.468  0.0506
H: -3.392 4.173 2.699  0.0773
H: -3.319 2.415 1.083  0.1050
H: -2.330 3.694 0.144  0.0847
H: -0.303 2.380 0.141  0.0984
H: -1.629 1.043 0.160  0.1026
H: 0.674 0.911 1.815  0.1186
H: -0.387 1.774 3.106  0.0926
H: -0.507 -1.046 3.020  0.1124
H: -1.138 -0.836 1.252  0.1140
H: -3.224 -0.028 2.055  0.0892
H: -2.591 0.526 3.513  0.0798
H: -0.346 7.527 0.159  -0.0399
H: 0.076 5.320 -0.413  -0.0621
C: 1.007 1.936 -4.436  0.0786
C: 0.140 2.379 -3.523  -0.1909
C: -0.963 1.515 -3.020  -0.2924
O: -1.732 1.943 -2.167  0.1019
C: -1.090 0.161 -3.582  0.0852
C: -0.225 -0.281 -4.498  -0.1983
C: 0.894 0.573 -4.980  -0.2912
O: 1.684 0.133 -5.809  0.0593
O: -0.340 -1.551 -5.032  0.0805
O: 0.238 3.659 -3.009  0.0862
H: 1.815 2.552 -4.809  0.1305
H: -1.907 -0.450 -3.221  0.1381
H: 0.402 -1.633 -5.670  0.0905
H: -0.500 3.739 -2.367  0.1042
C: 1.358 4.262 8.363  0.0851
C: 2.520 3.878 7.832  -0.2040
C: 3.449 2.978 8.571  -0.3077
O: 4.501 2.626 8.049  0.0988
C: 3.060 2.546 9.922  0.0711
C: 1.899 2.934 10.455  -0.2110
C: 0.959 3.810 9.705  -0.3020
O: -0.109 4.135 10.214  0.1067
O: 1.528 2.533 11.726  0.0707
O: 2.904 4.300 6.572  0.0814
H: 0.673 4.914 7.836  0.1259
H: 3.752 1.907 10.456  0.1334
H: 0.650 2.943 11.882  0.1141
H: 3.779 3.886 6.414  0.1147
C: -5.058 -4.810 3.930  0.0684
C: -4.286 -3.883 3.358  -0.2043
C: -3.202 -4.258 2.408  -0.2900
O: -2.522 -3.383 1.884  0.1107
C: -2.987 -5.688 2.138  0.0732
C: -3.756 -6.615 2.713  -0.2088
C: -4.857 -6.238 3.641  -0.3157
O: -5.560 -7.111 4.139  0.0885
O: -3.557 -7.961 2.465  0.0662
O: -4.467 -2.539 3.627  0.0717
H: -5.851 -4.551 4.620  0.1343
H: -2.184 -5.948 1.460  0.1043
H: -4.240 -8.427 2.996  0.1119
H: -3.788 -2.072 3.092  0.0596
C: -0.834 2.362 -9.408  0.0783
C: -1.010 3.634 -9.769  -0.2100
C: -0.061 4.699 -9.341  -0.3084
O: -0.238 5.856 -9.705  0.1017
C: 1.068 4.310 -8.482  0.0789
C: 1.243 3.038 -8.118  -0.1996
C: 0.309 1.970 -8.569  -0.2953
O: 0.506 0.807 -8.233  0.1112
O: 2.300 2.666 -7.308  0.0705
O: -2.083 4.011 -10.556  0.0747
H: -1.515 1.578 -9.714  0.1363
H: 1.741 5.096 -8.163  0.1378
H: 2.209 1.696 -7.189  0.0849
H: -1.988 4.980 -10.680  0.1150
C: 2.298 -4.363 -8.156  0.0814
C: 2.876 -5.563 -8.082  -0.2094
C: 3.918 -5.858 -7.060  -0.3087
O: 4.418 -6.976 -7.004  0.1011
C: 4.315 -4.774 -6.148  0.0764
C: 3.739 -3.573 -6.225  -0.2007
C: 2.677 -3.287 -7.228  -0.2917
O: 2.153 -2.178 -7.262  0.1007
O: 4.109 -2.549 -5.372  0.0887
O: 2.526 -6.579 -8.953  0.0763
H: 1.537 -4.136 -8.893  0.1385
H: 5.086 -4.997 -5.422  0.1373
H: 3.548 -1.783 -5.625  0.1042
H: 3.082 -7.346 -8.696  0.1151
C: 0.058 -8.391 0.656  0.0835
C: 0.636 -9.591 0.730  -0.2065
C: 1.679 -9.886 1.752  -0.3072
O: 2.179 -11.004 1.808  0.1022
C: 2.075 -8.802 2.664  0.0765
C: 1.499 -7.601 2.588  -0.2025
C: 0.438 -7.315 1.584  -0.2891
O: -0.086 -6.206 1.550  0.0927
O: 1.869 -6.577 3.440  0.0848
O: 0.286 -10.607 -0.141  0.0786
H: -0.703 -8.164 -0.080  0.1402
H: 2.847 -9.024 3.390  0.1372
H: 1.309 -5.811 3.187  0.1196
H: 0.843 -11.374 0.117  0.1154

For the gap between HOMO and LUMO, the calculation gives 5.00 eV. Its maximum force is 3.99 eV Å⁻¹. The HOMO energy comes out at -5.743 eV. As for the charge: -1.